--- a ---
55
Properties=species:S:1:pos:R:3:lowdin_charge:R:1 method="wB97M-V/def2-TZVPD" orbital_gap_ev=9.243 charge=-1 homo_ev=-8.069
O -17.361 -12.595 1.608 0.06
C -16.124 -12.124 1.547 -0.36
O -15.447 -12.033 2.553 0.35
B -14.339 -11.177 2.196 -0.94
O -14.711 -10.662 0.918 0.37
C -15.713 -11.229 0.557 -0.49
O -16.153 -10.876 -0.493 0.15
O -13.124 -11.846 2.188 0.35
C -12.307 -11.394 3.050 -0.37
O -11.151 -11.626 3.228 0.17
C -13.075 -10.350 3.729 -0.30
O -14.203 -10.053 3.159 0.29
O -12.763 -9.745 4.800 0.10
O -20.118 -12.708 1.603 -0.01
H -19.364 -13.106 1.981 0.00
H -19.639 -12.336 0.956 -0.10
O -10.789 -12.058 5.692 -0.08
H -11.644 -11.690 5.977 0.03
H -10.896 -11.994 4.721 -0.03
O -18.838 -10.432 3.040 -0.09
H -19.266 -11.145 2.540 -0.01
H -19.581 -10.120 3.679 0.10
O -17.940 -8.646 -1.025 -0.08
H -17.273 -9.161 -0.592 -0.03
H -17.373 -7.810 -1.094 0.06
O -14.831 -14.527 0.368 0.01
H -15.781 -14.362 0.500 0.03
H -14.718 -15.342 0.010 -0.01
O -17.409 -15.529 -0.069 0.00
H -17.853 -15.348 0.693 -0.01
H -16.913 -16.343 0.136 0.07
O -19.148 -11.819 -0.687 -0.07
H -18.261 -11.611 -0.420 -0.02
H -18.711 -12.476 -1.366 0.13
O -14.944 -11.530 -3.124 -0.06
H -14.154 -11.148 -2.685 0.04
H -15.315 -11.214 -2.304 -0.03
O -13.008 -8.795 7.276 -0.12
H -13.158 -8.928 6.272 0.02
H -13.150 -7.836 7.240 0.02
O -12.656 -14.901 2.282 -0.05
H -13.068 -15.739 2.591 0.08
H -13.444 -14.617 1.794 0.01
O -16.614 -11.051 5.153 0.00
H -17.372 -11.070 4.587 -0.01
H -15.933 -10.851 4.577 -0.04
O -10.692 -11.392 -0.348 -0.02
H -9.844 -10.779 -0.280 0.12
H -10.784 -11.781 0.408 -0.13
O -14.756 -8.048 -1.272 -0.03
H -14.496 -8.974 -1.090 0.03
H -13.916 -7.872 -1.645 0.01
O -10.323 -13.731 1.569 -0.02
H -11.126 -14.277 1.616 0.00
H -10.606 -13.039 2.065 -0.08

---

--- b ---
55
Properties=species:S:1:pos:R:3:lowdin_charge:R:1 method="wB97M-V/def2-TZVPD" orbital_gap_ev=9.388 charge=-1 homo_ev=-7.427
O 18.662 -21.209 -10.988 0.10
C 18.677 -20.516 -9.964 -0.44
O 18.024 -20.678 -8.927 0.28
B 18.413 -19.712 -7.906 -0.82
O 19.413 -18.856 -8.551 0.25
C 19.626 -19.320 -9.758 -0.37
O 20.376 -18.897 -10.634 0.11
O 18.963 -20.382 -6.687 0.22
C 18.481 -19.823 -5.604 -0.36
O 18.786 -20.074 -4.432 0.09
C 17.220 -18.976 -6.052 -0.33
O 17.178 -19.058 -7.363 0.21
O 16.411 -18.290 -5.364 0.06
O 23.358 -23.703 -9.074 -0.06
H 22.802 -23.978 -8.345 0.03
H 23.953 -23.057 -8.692 0.03
O 22.433 -13.525 -13.436 -0.06
H 21.577 -13.643 -13.847 0.03
H 22.603 -14.356 -12.993 0.03
O 14.650 -23.517 -15.092 -0.06
H 15.361 -23.080 -14.622 0.03
H 13.885 -23.405 -14.527 0.03
O 12.591 -20.027 -1.007 -0.06
H 13.170 -20.087 -0.248 0.03
H 12.929 -19.286 -1.510 0.03
O 20.896 -26.270 -12.701 -0.06
H 20.520 -25.390 -12.688 0.03
H 21.807 -26.146 -12.437 0.03
O 17.874 -24.095 0.765 -0.06
H 18.101 -23.258 0.360 0.03
H 17.117 -24.405 0.267 0.03
O 20.738 -13.071 -6.945 -0.06
H 20.595 -13.839 -7.497 0.03
H 20.836 -12.346 -7.562 0.02
O 11.272 -20.240 -7.726 -0.05
H 11.298 -19.288 -7.822 0.03
H 10.764 -20.387 -6.928 0.03
O 13.031 -12.715 -3.694 -0.05
H 12.670 -13.572 -3.923 0.03
H 12.293 -12.238 -3.313 0.02
O 20.756 -24.866 -17.578 -0.06
H 20.367 -25.733 -17.462 0.03
H 21.472 -24.838 -16.943 0.03
O 14.058 -17.370 -12.508 -0.05
H 13.782 -18.085 -11.934 0.03
H 13.275 -17.151 -13.013 0.02
O 15.074 -25.582 -8.442 -0.06
H 14.585 -25.278 -7.677 0.03
H 15.454 -24.787 -8.814 0.03
O 24.321 -22.787 -14.825 -0.06
H 23.700 -22.339 -14.250 0.03
H 24.366 -22.235 -15.606 0.03
O 22.600 -18.833 0.545 -0.05
H 21.812 -19.207 0.151 0.03
H 22.747 -19.359 1.331 0.02

---

Relative to the most stable structure, the computed energies are a 271.0; b 0.0, all in kJ/mol.

---

--- a ---
16
Properties=species:S:1:pos:R:3:lowdin_charge:R:1 method="wB97M-V/def2-TZVPD" orbital_gap_ev=8.370 smiles="CC(C)=S.C=C" homo_ev=-8.491
C 1.067 -0.577 1.193 -0.17
C -0.379 -0.783 0.819 -0.91
C -0.538 -1.536 -0.500 -0.12
S -1.524 -0.537 1.966 0.69
H 1.389 -1.731 1.410 0.14
H 1.195 -0.032 2.095 0.04
H 1.731 -0.272 0.302 0.10
H -1.414 -1.226 -0.983 0.05
H -0.273 -2.540 -0.440 0.06
H 0.290 -1.150 -1.200 0.09
C -0.550 1.810 -0.151 -0.12
C 0.006 1.645 -1.353 -0.10
H -0.106 2.304 0.822 0.12
H -1.552 1.446 -0.199 0.03
H -0.390 1.129 -2.187 0.03
H 1.049 2.049 -1.594 0.08

---

--- b ---
16
Properties=species:S:1:pos:R:3:lowdin_charge:R:1 method="wB97M-V/def2-TZVPD" orbital_gap_ev=9.953 smiles=C[C@H](S)C1CC1 homo_ev=-8.998
C -0.349 1.523 0.140 -0.17
C -0.935 0.248 -0.669 -0.65
S -2.580 -0.554 -0.097 0.62
C 0.123 -0.889 -0.750 -0.31
C 0.644 -1.031 0.663 -0.21
C 1.566 -0.429 -0.407 -0.11
H 0.394 1.331 1.134 0.10
H -1.173 2.456 0.509 0.14
H 0.556 1.904 -0.546 0.08
H -1.417 0.713 -1.621 0.09
H -2.076 -0.818 1.246 -0.09
H -0.104 -1.893 -1.199 0.14
H 0.344 -0.365 1.552 0.09
H 0.809 -2.033 1.227 0.12
H 2.373 -0.853 -0.838 0.04
H 1.825 0.691 -0.344 0.10

---

--- c ---
16
Properties=species:S:1:pos:R:3:lowdin_charge:R:1 method="wB97M-V/def2-TZVPD" orbital_gap_ev="7.328 / 8.097" homo_ev="-7.220 / -7.661"
C -2.313 0.166 1.073 -0.54
C 1.645 1.054 -0.517 -0.06
C 0.936 -0.939 -1.894 0.03
C 0.170 -0.779 0.283 0.00
C 1.073 -0.339 -0.707 -0.43
S -2.325 0.040 2.725 0.72
H -2.280 -0.801 0.641 -0.03
H 0.921 1.821 -0.421 0.07
H 2.239 1.235 -1.383 0.06
H 2.287 1.073 0.369 0.08
H 1.364 -0.811 -2.883 0.05
H 0.206 -1.799 -2.023 0.08
H -1.834 1.241 2.915 -0.14
H 0.365 -0.451 1.269 0.04
H -0.082 -1.751 0.135 0.03
H -2.374 1.041 0.418 0.03

---

Relative to the most stable structure, the computed energies are a 0.0; b 126.5; c 198.5, all in kJ/mol.

---

--- a ---
22
Properties=species:S:1:pos:R:3:lowdin_charge:R:1 method="wB97M-V/def2-TZVPD" orbital_gap_ev=9.629 smiles=C[C@@H]1[C@H]2C(C)(C)[C@@]12C homo_ev=-8.574
C -0.096 1.340 -2.378 -0.10
C 0.317 0.241 -1.430 -0.22
C -0.742 -0.352 -0.598 -0.15
C 0.000 -0.939 0.535 -0.44
C 1.178 -1.881 0.412 -0.06
C -0.705 -1.196 1.923 -0.02
C 0.198 0.521 0.222 -0.23
C -0.198 1.814 0.798 -0.07
H -1.066 1.881 -2.174 0.08
H -0.373 0.943 -3.409 0.10
H 0.619 2.168 -2.127 0.08
H 1.253 -0.178 -1.787 0.12
H -1.825 -0.461 -0.860 0.16
H 2.171 -1.448 0.767 0.11
H 1.317 -2.123 -0.588 0.04
H 1.082 -2.880 0.964 0.10
H -1.066 -0.279 2.437 0.08
H -0.039 -1.731 2.602 0.06
H -1.436 -1.978 1.738 0.07
H -1.257 1.987 0.794 0.07
H 0.380 2.732 0.326 0.11
H 0.289 1.820 1.835 0.10

---

--- b ---
22
Properties=species:S:1:pos:R:3:lowdin_charge:R:1 method="wB97M-V/def2-TZVPD" orbital_gap_ev=9.398 smiles="C=C[C@H]1[C@H](C)C1(C)C" homo_ev=-8.364
C 3.048 0.188 0.418 -0.01
C 2.019 -0.055 -0.366 -0.14
C 0.650 0.338 0.210 -0.14
C -0.617 0.784 -0.692 -0.24
C -1.277 2.091 -0.409 -0.08
C -0.637 -0.550 -0.052 -0.49
C -0.453 -1.732 -0.921 -0.05
C -1.386 -0.806 1.249 -0.04
H 4.095 0.070 0.231 0.05
H 2.772 0.481 1.405 0.04
H 1.942 -0.536 -1.346 0.10
H 0.714 0.621 1.286 0.13
H -0.320 0.699 -1.708 0.11
H -1.539 1.916 0.682 0.08
H -2.233 2.227 -0.994 0.08
H -0.741 3.105 -0.511 0.10
H -1.438 -2.405 -1.008 0.13
H 0.270 -2.424 -0.479 0.09
H -0.128 -1.339 -1.812 0.04
H -2.347 -1.200 1.034 0.06
H -1.479 0.101 1.862 0.07
H -0.912 -1.573 1.919 0.10

---

Relative to the most stable structure, the computed energies are a 100.2; b 0.0, all in kJ/mol.

---

--- a ---
12
Properties=species:S:1:pos:R:3:lowdin_charge:R:1 method="wB97M-V/def2-TZVPD" orbital_gap_ev=9.980 smiles="O=CNn1ccnn1" homo_ev=-9.407
O -1.893 0.439 1.113 0.00
C -2.287 -0.030 0.017 -0.22
N -1.218 -0.362 -0.859 0.07
N 0.080 -0.149 -0.373 -0.18
C 0.751 0.996 -0.508 -0.04
C 2.060 0.694 0.096 -0.17
N 2.133 -0.570 0.441 -0.01
N 0.921 -1.150 0.237 0.06
H -3.425 0.032 -0.348 0.17
H -1.121 -1.192 -1.358 0.11
H 0.426 1.789 -1.242 0.14
H 2.702 1.521 0.287 0.08

---

--- b ---
12
Properties=species:S:1:pos:R:3:lowdin_charge:R:1 method="wB97M-V/def2-TZVPD" orbital_gap_ev=9.347 smiles="Cn1cnnnc1=O" homo_ev=-10.091
C 1.614 0.780 -1.335 -0.02
N 0.718 0.390 -0.324 -0.04
C 0.724 0.504 1.033 -0.08
N -0.196 0.235 1.985 0.04
N -1.175 -0.675 1.587 -0.02
N -1.271 -0.932 0.329 0.10
C -0.314 -0.331 -0.693 -0.42
O -0.722 -0.336 -1.904 0.02
H 1.097 1.403 -2.021 0.10
H 2.412 1.362 -1.158 0.06
H 2.096 -0.032 -1.962 0.14
H 1.501 1.110 1.307 0.10

---

Relative to the most stable structure, the computed energies are a 0.0; b 10.9, all in kJ/mol.

---

--- a ---
12
Properties=species:S:1:pos:R:3:lowdin_charge:R:1 method="wB97M-V/def2-TZVPD" orbital_gap_ev=8.771 homo_ev=-8.982
C -2.571 1.807 0.035 -0.08
N -1.781 0.853 -0.255 -0.07
N -0.329 1.296 -0.017 0.08
C 0.400 0.194 -0.011 -0.46
C -0.168 -1.139 0.166 -0.03
N 0.838 -1.993 -0.029 0.08
N 2.039 -1.232 0.076 -0.04
O 1.644 0.091 -0.019 0.05
H -2.322 2.844 0.161 0.06
H -3.551 1.598 -0.532 0.09
H -1.218 -1.181 -0.055 0.09
H 2.603 -1.626 1.020 0.23

---

--- b ---
12
Properties=species:S:1:pos:R:3:lowdin_charge:R:1 method="wB97M-V/def2-TZVPD" orbital_gap_ev=8.153 smiles="C=N/N=c1/nco[nH]1" homo_ev=-8.234
C -0.553 -0.369 2.768 -0.06
N -0.123 -0.216 1.545 -0.15
N -1.001 -0.061 0.548 0.01
C -0.412 0.353 -0.611 -0.41
N -0.828 0.476 -1.819 0.16
C 0.235 0.099 -2.574 -0.09
O 1.371 0.189 -1.935 0.05
N 0.982 0.466 -0.713 0.07
H -1.713 -0.419 3.032 0.10
H 0.273 -0.484 3.495 0.05
H 0.327 -0.044 -3.710 0.17
H 1.442 0.010 -0.027 0.09

---

--- c ---
12
Properties=species:S:1:pos:R:3:lowdin_charge:R:1 method="wB97M-V/def2-TZVPD" orbital_gap_ev=10.374 homo_ev=-10.270
C 1.474 -0.037 0.489 -0.21
C 0.979 1.309 0.123 -0.15
C -0.006 -0.303 0.618 -0.29
H 2.817 -0.917 -0.909 0.22
H 2.194 -0.254 1.461 0.20
H 1.520 1.582 -0.839 0.13
H 1.402 2.090 0.900 0.16
N -0.378 0.819 -0.144 -0.03
N -1.750 0.806 -0.414 0.08
N -1.962 -0.503 -0.234 -0.04
N -1.010 -1.188 0.558 0.09
O 1.635 -0.981 -0.794 -0.15

---

--- d ---
12
Properties=species:S:1:pos:R:3:lowdin_charge:R:1 method="wB97M-V/def2-TZVPD" orbital_gap_ev=8.724 homo_ev=-8.537
H -2.408 -1.971 0.187 0.08
N -2.466 -0.931 0.023 0.11
C -1.309 -0.410 -0.021 -0.42
C -0.013 -1.016 -0.044 -0.02
C 1.146 -0.287 0.017 -0.45
N 2.391 -0.793 -0.050 0.16
O 1.123 1.043 -0.005 -0.04
N -0.307 1.782 0.038 0.17
N -1.227 1.071 -0.038 0.10
H 0.069 -2.059 -0.099 0.09
H 2.579 -1.769 0.214 0.13
H 3.098 -0.170 0.215 0.09

---

Relative to the most stable structure, the computed energies are a 330.9; b 209.6; c 409.2; d 0.0, all in kJ/mol.

---

--- a ---
12
Properties=species:S:1:pos:R:3:lowdin_charge:R:1 method="wB97M-V/def2-TZVPD" orbital_gap_ev=9.570 smiles="C=Nn1cnnc1O" homo_ev=-9.258
C 1.972 -0.371 0.150 0.01
N 0.934 -1.105 -0.210 0.06
N -0.307 -0.574 0.070 -0.09
C -1.403 -1.270 -0.146 -0.16
N -2.383 -0.407 0.016 0.00
N -1.885 0.825 0.116 0.04
C -0.594 0.769 -0.043 -0.38
O 0.281 1.820 -0.243 0.02
H 2.936 -0.732 -0.111 0.05
H 2.043 0.701 0.675 0.13
H -1.410 -2.397 -0.227 0.15
H -0.184 2.741 -0.047 0.19

---

--- b ---
12
Properties=species:S:1:pos:R:3:lowdin_charge:R:1 method="wB97M-V/def2-TZVPD" orbital_gap_ev=9.733 smiles="C1CN2ON=NC2=N1" homo_ev=-9.722
C 0.503 -0.650 -1.888 -0.16
C 0.616 -1.397 -0.531 -0.12
N -0.387 -0.664 0.234 -0.03
O -0.193 -0.459 1.622 -0.03
N -0.347 0.876 1.818 0.04
N -0.439 1.530 0.762 0.12
C -0.249 0.640 -0.333 -0.41
N 0.212 0.765 -1.486 0.12
H 1.378 -0.636 -2.551 0.11
H -0.318 -1.027 -2.530 0.12
H 0.367 -2.467 -0.609 0.12
H 1.626 -1.301 -0.069 0.13

---

--- c ---
12
Properties=species:S:1:pos:R:3:lowdin_charge:R:1 method="wB97M-V/def2-TZVPD" orbital_gap_ev=9.314 homo_ev=-8.773
N -2.278 -0.888 -0.058 0.02
N -2.243 0.430 -0.042 -0.04
C -1.099 1.075 0.004 -0.11
C 0.209 0.441 0.023 -0.38
N 0.372 -0.895 0.010 0.12
C 1.683 -1.018 0.003 -0.17
O 2.307 0.116 -0.024 0.01
N 1.324 1.137 0.016 0.15
H -3.125 -1.301 0.290 0.09
H -1.419 -1.348 0.176 0.04
H -1.188 2.157 0.096 0.10
H 2.289 -1.909 -0.033 0.14

---

Relative to the most stable structure, the computed energies are a 98.3; b 168.1; c 0.0, all in kJ/mol.

---

--- a ---
22
Properties=species:S:1:pos:R:3:lowdin_charge:R:1 method="wB97M-V/def2-TZVPD" orbital_gap_ev=8.570 charge=+1 homo_ev=-13.511
C -0.445 -2.050 -1.693 0.12
C -0.651 -1.656 -0.389 -0.21
C -0.952 -0.452 0.210 -0.09
C -1.188 0.091 1.481 0.28
C 0.168 -3.403 -1.255 -0.08
C -0.113 -2.907 0.232 -0.09
C -1.534 1.565 1.355 -0.21
C -1.362 0.880 0.067 0.22
C -0.572 2.631 1.946 -0.01
N 1.424 1.706 -0.707 0.05
H -0.843 -1.649 -2.583 0.11
H -0.419 -4.243 -1.384 0.09
H 1.108 -3.760 -1.592 0.11
H 0.864 -2.702 0.819 0.15
H -0.692 -3.556 0.800 0.09
H -2.606 1.815 1.589 0.17
H -0.807 3.573 1.466 0.10
H 0.455 2.358 1.906 0.07
H -0.754 2.674 2.967 0.07
H 0.722 2.051 -1.331 0.02
H 2.071 1.224 -1.308 0.02
H 1.952 2.378 -0.185 0.02

---

--- b ---
22
Properties=species:S:1:pos:R:3:lowdin_charge:R:1 method="wB97M-V/def2-TZVPD" orbital_gap_ev=8.512 smiles="CC(C)/C=C/[N@+]12C[C@]13C=C32" charge=+1 homo_ev=-13.787
C 0.597 2.019 -1.603 -0.03
C 0.461 1.884 -0.082 -0.44
C -0.555 2.862 0.505 -0.06
C -0.087 0.546 0.038 -0.08
C 0.503 -0.538 0.447 -0.04
N -0.003 -1.818 0.557 -0.12
C 0.453 -2.974 1.353 0.09
C 0.086 -3.074 -0.129 -0.07
C -1.116 -3.236 -0.860 0.13
C -1.428 -2.289 0.183 0.21
H -0.098 1.298 -1.882 0.05
H 0.355 3.036 -1.936 0.10
H 1.638 1.669 -1.726 0.11
H 1.424 2.044 0.293 0.12
H -0.579 2.611 1.586 0.09
H -0.505 4.015 0.340 0.13
H -1.502 2.562 0.047 0.08
H -1.146 0.550 -0.091 0.13
H 1.632 -0.602 0.767 0.19
H -0.112 -3.550 2.013 0.12
H 1.456 -2.946 1.748 0.14
H -1.476 -4.067 -1.566 0.17

---

Relative to the most stable structure, the computed energies are a 0.0; b 270.4, all in kJ/mol.